1.
Computed, not measured: 2 unconnected molecules or ions with the total composition C2H7NO3, with ωB97M-V/def2-TZVPD.

XYZ file:
```
13
C2H7NO3 | the OMol25 dataset | ωB97M-V/def2-TZVPD
C -1.124 -1.873 -1.485
N -2.027 -1.111 -0.514
C -1.330 -0.111 0.187
O -1.701 0.280 1.236
O -0.031 0.205 -0.430
H -0.334 -2.442 -0.999
H -0.532 -1.162 -2.190
H -1.823 -2.574 -2.016
H -2.800 -1.302 0.172
H 0.583 0.234 0.314
O 4.069 3.133 1.915
H 3.294 2.700 2.123
H 3.755 4.023 1.688
```

Results
- Gap between HOMO and LUMO: 10.4 eV
- Total charge: 0
- SMILES: CNC(=O)O.O
- Highest occupied orbital energy: -10.0 eV
- Lowest unoccupied orbital energy: 0.411 eV

2.
Computed, not measured: 2 unconnected molecules or ions with the total composition C2H7NO3, with ωB97M-V/def2-TZVPD.

XYZ file:
```
13
C2H7NO3 | the OMol25 dataset | ωB97M-V/def2-TZVPD
O -1.015 1.711 0.545
C -0.757 0.626 1.030
N -1.107 -0.504 0.316
C -1.122 -0.410 -1.168
O 0.167 -0.861 -1.606
H -0.260 0.312 1.961
H -0.778 -1.427 0.541
H -1.798 -1.178 -1.511
H -1.382 0.578 -1.519
H 0.783 -0.137 -1.701
O 2.691 0.242 1.256
H 1.871 -0.117 0.910
H 2.705 1.163 0.946
```

Results
- Gap between HOMO and LUMO: 11.0 eV
- Total charge: 0
- SMILES: O=CNCO.O
- Highest occupied orbital energy: -10.4 eV
- Lowest unoccupied orbital energy: 0.581 eV

3.
Computed, not measured: 2 unconnected molecules or ions with the total composition C2H7NO3, with ωB97M-V/def2-TZVPD.

XYZ file:
```
13
C2H7NO3 | the OMol25 dataset | ωB97M-V/def2-TZVPD
O -1.299 -0.215 1.470
C -0.847 -0.681 0.282
N -1.226 -0.192 -0.884
O -1.955 1.031 -0.712
H -1.809 0.592 1.278
H -0.530 -1.717 0.269
H -2.695 0.928 -1.321
C 1.925 0.123 -0.523
O 1.193 0.042 0.898
H 1.433 -0.121 -1.461
H 2.720 -0.604 -0.350
H 2.244 1.152 -0.662
H 0.844 -0.339 1.714
```

Results
- Gap between HOMO and LUMO: 9.9 eV
- Total charge: 0
- SMILES: O/C=N\O.CO
- Highest occupied orbital energy: -9.1 eV
- Lowest unoccupied orbital energy: 0.854 eV

4.
Computed, not measured: 2 unconnected molecules or ions with the total composition C2H7NO3, with ωB97M-V/def2-TZVPD.

XYZ file:
```
13
C2H7NO3 | the OMol25 dataset | ωB97M-V/def2-TZVPD
C 0.292 -0.033 -0.258
C 1.633 -0.722 0.037
N -2.207 0.337 0.224
O -0.636 -0.839 -0.704
O 0.541 1.110 -1.053
O -0.223 0.482 1.053
H -0.279 1.284 -1.534
H -0.138 1.449 1.034
H -2.465 -0.507 -0.290
H -2.343 0.099 1.208
H 1.995 -1.149 -0.895
H 1.476 -1.512 0.767
H 2.354 0.001 0.411
```

Results
- Gap between HOMO and LUMO (spin up / spin down): 9.7 / 7.9 eV
- Total charge: 0
- Highest occupied orbital energy (spin up / spin down): -10.5 / -9.9 eV
- Lowest unoccupied orbital energy (spin up / spin down): -0.789 / -1.971 eV

5.
Computed, not measured: 2 unconnected molecules or ions with the total composition C2H7NO3S, with ωB97M-V/def2-TZVPD.

XYZ file:
```
14
C2H7NO3S | the OMol25 dataset | ωB97M-V/def2-TZVPD
C 0.456 1.977 1.132
C -0.532 -2.150 0.584
N -1.942 1.025 -1.854
O -2.357 0.739 0.628
O -0.269 2.021 -0.069
O 0.084 -1.034 0.118
S -1.429 0.915 -0.475
H -0.073 2.354 2.013
H 1.314 2.629 0.991
H 0.694 0.831 1.357
H -1.523 -1.814 1.051
H 0.056 -2.690 1.351
H -0.943 -2.830 -0.263
H -1.189 1.017 -2.463
```

Results
- Gap between HOMO and LUMO (spin up / spin down): 8.9 / 7.4 eV
- Total charge: 0
- Highest occupied orbital energy (spin up / spin down): -10.2 / -8.9 eV
- Lowest unoccupied orbital energy (spin up / spin down): -1.342 / -1.529 eV

6.
Computed, not measured: a single C2H7NO4 molecule, with ωB97M-V/def2-TZVPD.

XYZ file:
```
14
C2H7NO4 | the OMol25 dataset | ωB97M-V/def2-TZVPD
C -0.984 0.408 -1.248
N -0.162 -0.572 -0.545
O 1.033 -0.710 -1.379
C 0.282 -0.112 0.756
O 0.872 1.150 0.740
O -0.795 -0.045 1.639
O 1.218 -1.004 1.283
H -0.493 1.380 -1.363
H -1.227 0.037 -2.251
H -1.938 0.557 -0.731
H 1.309 -1.621 -1.157
H 0.391 1.580 1.466
H -1.417 -0.657 1.215
H 1.908 -0.388 1.575
```

Results
- Gap between HOMO and LUMO: 10.5 eV
- Total charge: 0
- SMILES: CN(O)C(O)(O)O
- Highest occupied orbital energy: -9.8 eV
- Lowest unoccupied orbital energy: 0.700 eV

7.
Computed, not measured: a molecular structure, C2H7NOS, with ωB97M-V/def2-TZVPD.

XYZ file:
```
12
C2H7NOS | the OMol25 dataset | ωB97M-V/def2-TZVPD
C -1.320 0.616 -0.995
C 1.028 0.961 0.287
N -0.456 -1.132 1.035
O 1.695 -1.775 -0.606
S -0.002 -0.298 -0.435
H -2.118 -0.095 -1.456
H -1.324 1.524 -1.495
H 0.446 1.693 0.799
H 1.410 0.309 1.108
H 1.724 1.432 -0.390
H -1.349 -1.516 0.834
H 0.267 -1.719 1.315
```

Results
- Gap between HOMO and LUMO (spin up / spin down): 7.1 / 8.7 eV
- Total charge: 0
- Highest occupied orbital energy (spin up / spin down): -8.5 / -8.1 eV
- Lowest unoccupied orbital energy (spin up / spin down): -1.405 / 0.556 eV

8.
Computed, not measured: 2 unconnected molecules or ions with the total composition C2H7NOS2, with ωB97M-V/def2-TZVPD.

XYZ file:
```
13
C2H7NOS2 | the OMol25 dataset | ωB97M-V/def2-TZVPD
C 0.235 -1.711 -1.449
C 0.138 -0.436 -2.207
N -0.869 0.493 -1.767
O 0.987 -0.111 -3.051
H -0.605 -1.837 -0.768
H 1.188 -1.671 -0.868
H 0.297 -2.514 -2.217
H -1.074 0.551 -0.767
H -1.047 1.297 -2.345
S -0.919 1.007 2.029
S 0.721 -0.176 1.725
H -1.269 0.590 3.289
H 1.640 0.618 2.339
```

Results
- Gap between HOMO and LUMO: 9.7 eV
- Total charge: 0
- SMILES: CC(N)=O.SS
- Highest occupied orbital energy: -9.6 eV
- Lowest unoccupied orbital energy: 0.117 eV

E_tot across the listed records, respectively: -9819.435; -9819.664; -9815.420; -9815.709; -20649.779; -11865.982; -16552.808; -27395.699 eV.